# 1
This record from OMol25 describes C19H14Cl3F3N4O2 in the gas phase at a distorted geometry. The level of theory is wB97M-V/def2-TZVPD.

```
45
Properties=species:S:1:pos:R:3:forces:R:3:nbo_charge:R:1
C 1.994 2.828 -2.440 1.02 -1.16 1.27 -0.661
C 2.257 1.341 -2.335 2.31 2.63 -0.97 0.207
C 3.266 0.594 -2.949 -2.53 1.39 0.19 -0.033
C 4.251 1.030 -4.035 -1.28 -1.04 0.01 0.977
F 5.046 2.087 -3.808 0.26 -0.70 0.90 -0.314
F 4.975 -0.072 -4.362 0.02 1.22 -0.05 -0.312
F 3.546 1.437 -5.106 -0.15 -0.38 -0.72 -0.330
N 2.972 -0.683 -2.658 1.65 -2.08 1.19 -0.416
C 2.111 -0.703 -1.670 0.14 -1.15 0.10 0.319
C 2.060 -1.871 -0.739 0.24 -0.37 -0.31 0.240
C 2.975 -2.887 -0.748 -0.79 0.11 1.46 -0.248
C 2.721 -3.619 0.513 0.77 0.74 -2.01 -0.307
C 1.699 -3.031 1.142 0.05 0.17 -0.56 0.239
Cl 1.172 -3.590 2.733 -0.32 1.19 -1.40 0.024
O 1.203 -1.958 0.364 0.81 -0.68 0.85 -0.443
N 1.582 0.542 -1.459 1.54 -0.75 -0.95 -0.369
C 0.699 0.831 -0.421 0.57 1.02 0.41 0.031
C 1.162 1.523 0.668 -1.46 0.47 3.09 -0.034
Cl 2.840 1.798 0.810 0.50 0.37 0.24 0.052
C 0.279 1.792 1.793 0.19 -1.67 -0.82 -0.216
C -1.035 1.312 1.767 -0.03 -0.27 -1.90 -0.209
C -1.504 0.613 0.604 1.11 -0.06 -1.19 0.120
N -2.820 0.185 0.378 -0.03 1.89 -0.83 -0.451
C -3.963 1.010 0.900 1.67 -1.21 1.87 -0.192
C -4.474 -0.315 1.510 -2.48 1.76 1.22 -0.334
C -4.627 -0.130 3.082 1.06 -5.08 -0.28 0.706
N -4.404 -1.347 3.771 0.95 -0.71 -0.23 -0.870
O -4.974 0.771 3.748 -1.17 3.48 -0.06 -0.566
C -3.338 -1.064 0.886 2.27 -0.92 1.71 -0.201
C -0.580 0.361 -0.478 -1.28 0.61 1.38 0.061
Cl -0.879 -0.431 -1.966 -1.64 -0.46 0.01 0.057
H 0.977 2.852 -2.661 -2.16 0.77 0.27 0.225
H 2.302 3.233 -1.469 -0.65 0.46 -0.18 0.229
H 2.436 3.435 -3.212 0.81 -0.56 -0.44 0.247
H 3.778 -3.021 -1.483 -0.55 0.07 0.53 0.259
H 3.333 -4.419 0.854 0.03 -0.45 0.34 0.237
H 0.562 2.030 2.821 0.80 0.69 -0.75 0.240
H -1.693 1.524 2.625 0.30 -0.32 -0.54 0.233
H -3.670 1.763 1.689 -0.47 -0.62 -1.04 0.200
H -4.613 1.395 0.163 -0.34 0.77 -0.97 0.201
H -5.443 -0.564 1.066 -0.11 -0.16 0.61 0.241
H -4.582 -1.373 4.794 0.34 0.51 -1.26 0.398
H -3.549 -1.850 3.494 -0.98 0.11 0.19 0.381
H -2.643 -1.468 1.654 -0.22 0.03 -0.16 0.168
H -3.407 -1.889 0.174 -0.79 0.32 -0.21 0.216
```
Forces are in eV/Å.

Results
HOMO	-8.069	eV
relative energy (zero: lowest compared OMol25 entry of this formula, charge and spin)	54.3	kcal per mole
structure (SMILES)	Cc1c(C(F)(F)F)nc(-c2ccc(Cl)o2)n1-c1c(Cl)ccc(N2CC(C(N)=O)C2)c1Cl
energy	-2782.01087	Eh
gap between HOMO and LUMO	8.27	eV



# 2
This record from OMol25 describes a molecular structure, C4H7IN2 at a distorted geometry. The level of theory is wB97M-V/def2-TZVPD.

```
14
Properties=species:S:1:pos:R:3:forces:R:3:nbo_charge:R:1
C 2.172 2.070 -0.278 -1.31 0.29 -2.19 -0.296
C 2.012 0.894 0.273 0.65 0.84 1.25 -0.330
C 1.161 0.076 -0.459 1.02 -0.41 1.58 0.217
C -1.854 -2.029 0.285 -0.53 -1.46 3.12 -0.456
N 0.602 -0.665 -1.098 -1.72 -1.98 -1.92 -0.275
N -2.254 -0.971 -0.558 -0.57 0.43 -0.76 -0.836
I -2.469 0.744 0.254 1.58 1.12 -0.33 0.802
H 2.795 2.821 0.151 0.17 0.64 -0.18 0.216
H 1.538 2.098 -1.238 1.54 1.24 1.35 0.220
H 2.475 0.661 1.217 -0.10 -0.62 0.07 0.243
H -0.895 1.593 -0.206 -1.46 -0.72 0.62 -0.045
H -1.664 -2.849 -0.361 0.22 -0.84 -0.78 0.219
H -0.983 -2.016 0.981 0.11 0.85 -0.74 0.169
H -2.633 -2.428 1.035 0.38 0.60 -1.09 0.152
```
Forces are in eV/Å.

Results
HOMO	-7.893	eV
relative energy (zero: lowest compared OMol25 entry of this formula, charge and spin)	142.9	kcal per mole
energy	-563.58504	Eh
gap between HOMO and LUMO	7.72	eV



# 3
This record from OMol25 describes C8H16N2O3 in the gas phase at a distorted geometry. The level of theory is wB97M-V/def2-TZVPD.

```
29
Properties=species:S:1:pos:R:3:forces:R:3:nbo_charge:R:1
C 3.356 -1.342 -1.178 -0.05 -1.55 1.66 -0.628
C 1.850 -1.444 -0.824 -0.51 0.73 -0.39 -0.403
C 1.262 -0.925 0.541 1.29 -0.95 -1.03 -0.227
C 0.516 -2.107 1.176 0.23 0.87 1.58 -0.595
C 0.507 0.364 0.493 -3.40 1.81 0.79 -0.147
N -0.771 0.469 -0.274 1.29 -1.90 2.12 -0.625
C -2.001 0.057 0.150 0.60 0.53 0.20 0.678
O -2.249 -0.525 1.192 0.39 0.08 -0.34 -0.629
C -3.046 0.430 -0.873 1.60 -1.57 -0.60 -0.315
N -4.203 -0.376 -0.730 0.93 -0.39 -3.08 -0.793
C 1.188 1.680 0.169 2.42 -2.32 -0.17 0.788
O 1.397 2.061 -0.963 -0.70 0.49 0.92 -0.591
O 1.917 2.161 1.247 -0.83 -0.11 -2.35 -0.663
H 3.628 -2.406 -1.335 0.16 0.78 -1.30 0.215
H 3.549 -0.627 -1.931 0.43 0.26 -1.11 0.217
H 4.092 -1.190 -0.380 -0.65 0.77 0.50 0.209
H 1.218 -1.081 -1.720 0.91 -0.39 1.47 0.214
H 1.711 -2.515 -0.786 -0.52 -0.17 -0.17 0.200
H 1.995 -0.693 1.308 0.97 -0.03 -0.39 0.217
H 1.077 -3.043 0.959 -0.07 0.70 1.15 0.214
H 0.178 -1.840 2.246 1.02 -0.91 -1.35 0.223
H -0.390 -2.275 0.707 -2.02 -0.21 -1.24 0.214
H 0.227 0.532 1.518 -0.44 -0.11 0.81 0.224
H -0.667 1.071 -1.028 -0.32 0.88 -1.80 0.405
H -2.504 0.185 -1.796 -0.53 0.62 -0.35 0.189
H -3.235 1.455 -0.750 -0.21 1.59 -0.27 0.205
H -4.022 -0.879 0.052 0.61 -2.78 2.88 0.364
H -4.883 0.188 -0.406 -3.38 2.35 0.80 0.344
H 2.522 2.616 0.635 0.80 0.92 1.07 0.496
```
Forces are in eV/Å.

Results
HOMO	-9.709	eV
relative energy (zero: lowest compared OMol25 entry of this formula, charge and spin)	64.5	kcal per mole
structure (SMILES)	CC[C@H](C)[C@H](NC(=O)CN)C(=O)O
energy	-649.61612	Eh
gap between HOMO and LUMO	10.20	eV



# 4
This record from OMol25 describes 8 unconnected molecules or ions with the total composition C32H49F15O19 at a distorted geometry. The level of theory is wB97M-V/def2-TZVPD.

```
115
Properties=species:S:1:pos:R:3:forces:R:3:mulliken_charge:R:1
C 7.589 -1.056 -0.044 0.51 -0.66 -0.85 -0.991
C 7.365 -2.224 -1.095 -0.55 2.70 2.00 0.195
O 6.675 -3.291 -0.446 -1.34 -1.08 0.67 -0.337
C 5.339 -3.182 -0.142 0.56 2.12 -2.73 0.392
O 4.646 -2.248 -0.529 1.16 -1.94 1.39 -0.448
C 4.754 -4.477 0.500 -0.91 0.98 -1.91 0.741
F 5.719 -5.304 0.845 -0.72 -0.15 0.57 -0.227
F 3.944 -4.086 1.506 0.77 -0.97 -0.26 -0.198
F 3.960 -5.069 -0.483 1.18 0.60 1.69 -0.228
H 6.717 -0.727 0.521 -0.14 -0.47 -0.13 0.158
H 7.917 -0.177 -0.598 0.19 0.01 -0.03 0.374
H 8.396 -1.361 0.622 -0.15 0.16 0.21 0.348
H 8.366 -2.544 -1.386 -0.51 -0.48 -0.25 0.381
H 6.785 -1.736 -1.878 -0.05 -0.76 -0.36 -0.138
C 5.648 -1.259 -4.888 0.35 0.58 0.24 -1.351
C 4.801 -2.390 -4.326 0.42 1.05 0.96 0.818
O 3.457 -1.839 -4.368 -2.54 -0.19 0.17 -0.250
C 2.341 -2.433 -3.756 5.45 -3.45 0.11 0.396
O 2.494 -3.501 -3.188 -1.04 1.66 -0.52 -0.522
C 1.008 -1.787 -3.882 0.49 1.98 -0.24 0.822
F 1.186 -0.594 -4.525 -0.88 -0.99 -0.29 -0.252
F 0.132 -2.599 -4.419 -0.27 -0.17 -1.51 -0.232
F 0.525 -1.510 -2.706 -0.26 0.58 1.79 -0.197
H 5.639 -0.472 -4.134 -0.06 0.14 0.06 0.364
H 5.320 -0.748 -5.794 -0.15 -0.61 -0.22 0.335
H 6.699 -1.536 -4.968 -0.04 -0.27 -0.23 0.384
H 5.155 -2.418 -3.296 -0.58 -0.41 0.34 -0.644
H 5.014 -3.388 -4.710 -0.94 0.09 -0.59 0.363
C 1.185 5.628 5.302 0.08 -2.24 -1.44 -1.071
C 0.395 4.336 4.996 0.19 0.03 -0.24 -0.191
O -0.990 4.640 5.012 -4.32 0.26 -1.10 -0.362
C -1.629 5.111 3.843 6.72 0.92 0.24 0.380
O -0.899 5.558 2.958 -2.37 -0.99 1.00 -0.535
C -3.122 5.114 3.741 -0.47 1.45 0.32 0.936
F -3.691 5.281 4.911 -0.39 -0.36 1.25 -0.266
F -3.584 6.109 2.981 0.54 0.23 -0.23 -0.246
F -3.497 4.001 3.193 -0.66 -1.87 -0.58 -0.223
H 1.241 6.194 4.372 -0.39 0.63 0.47 0.270
H 2.196 5.253 5.460 0.15 0.46 0.66 0.325
H 0.669 6.045 6.167 0.54 0.49 -0.20 0.361
H 0.575 3.589 5.769 -0.39 0.23 0.35 0.414
H 0.531 3.747 4.089 0.80 0.65 -0.43 0.242
C -7.919 -0.339 -4.815 -0.41 -0.21 1.58 -1.050
C -8.003 -0.903 -3.334 -0.50 0.55 -1.08 -0.367
O -6.708 -0.651 -2.760 0.95 -0.31 -0.77 -0.222
C -6.545 -0.249 -1.535 -3.17 0.59 2.27 0.203
O -7.455 -0.151 -0.701 2.52 -0.09 -1.65 -0.571
C -5.080 0.097 -1.186 1.77 -0.37 -0.01 1.120
F -4.563 -1.007 -0.545 -0.71 1.33 0.16 -0.272
F -4.240 0.282 -2.219 -0.82 -0.11 -0.30 -0.268
F -4.960 1.233 -0.464 -0.66 -1.37 0.08 -0.208
H -6.972 -0.604 -5.285 -0.20 -0.39 0.04 0.304
H -7.951 0.751 -4.822 -0.06 0.02 0.26 0.301
H -8.786 -0.684 -5.378 0.20 -0.16 -0.10 0.364
H -8.278 -1.956 -3.282 0.81 -0.29 -0.32 0.325
H -8.793 -0.492 -2.705 0.23 0.78 -0.17 0.357
C -4.230 8.725 -3.268 1.11 1.22 0.50 -1.205
C -4.907 8.509 -1.914 -0.35 1.16 -2.06 -0.205
O -4.342 7.303 -1.512 0.13 -2.08 0.59 -0.149
C -4.591 6.828 -0.319 -1.54 3.06 3.70 0.118
O -4.908 7.527 0.680 0.79 -2.65 -3.46 -0.578
C -4.356 5.320 -0.156 -2.00 -0.81 -1.20 1.196
F -5.299 4.704 0.583 -0.28 0.56 -0.51 -0.284
F -4.278 4.628 -1.340 -0.02 0.83 0.83 -0.298
F -3.270 5.197 0.492 3.02 -0.54 1.00 -0.239
H -3.219 9.066 -3.044 0.20 0.20 0.02 0.320
H -4.674 9.549 -3.827 -0.23 -0.31 -0.17 0.385
H -4.020 7.835 -3.861 -0.89 -0.10 0.05 0.319
H -5.977 8.406 -2.096 -0.15 -0.32 0.45 0.290
H -4.752 9.341 -1.227 0.20 -0.24 0.09 0.325
C 5.236 3.769 1.715 -0.55 0.18 0.57 -1.061
C 3.754 3.836 2.086 -0.35 -1.24 -1.25 -0.208
O 3.512 3.400 3.438 -0.71 0.70 -0.07 -0.322
C 3.316 2.160 3.809 1.62 -3.59 2.31 0.696
O 3.246 1.815 5.013 -0.22 1.07 -4.27 -0.627
O 3.440 1.247 2.718 0.22 1.53 0.55 -0.234
C 3.882 -0.098 2.900 -0.24 -0.62 2.55 -1.011
H 5.668 2.796 1.479 -0.71 -0.30 -0.10 0.210
H 5.783 4.065 2.610 0.32 0.76 -0.37 0.301
H 5.328 4.395 0.827 0.59 0.27 0.28 0.381
H 3.166 3.273 1.361 0.01 -0.68 0.30 0.238
H 3.276 4.804 1.937 0.63 0.40 0.84 0.460
H 4.384 -0.604 2.075 -0.71 0.80 -0.70 0.335
H 3.086 -0.691 3.350 -0.47 -0.18 -0.76 0.389
H 4.589 -0.241 3.717 0.50 0.92 0.17 0.391
C -2.712 -11.441 0.112 0.93 -1.17 -1.15 -1.108
C -1.580 -10.553 -0.494 -0.09 -1.36 1.01 -0.271
O -1.903 -9.259 -0.075 -1.13 2.99 0.51 -0.287
C -1.079 -8.332 0.465 1.52 -0.89 -0.72 0.707
O 0.100 -8.549 0.642 -0.67 0.45 0.29 -0.583
O -1.712 -7.157 0.676 -0.19 -1.54 0.65 -0.315
C -0.981 -6.030 1.205 0.63 0.15 -0.56 -0.659
H -2.563 -12.485 -0.161 0.50 -0.21 -0.37 0.393
H -3.687 -11.276 -0.347 -0.02 0.73 0.47 0.288
H -2.711 -11.540 1.197 -0.16 0.90 -0.01 0.314
H -1.501 -10.607 -1.580 -0.58 0.20 -0.11 0.291
H -0.584 -10.860 -0.175 -0.04 0.09 0.53 0.310
H -0.888 -5.430 0.300 0.07 0.72 0.62 0.243
H 0.011 -6.182 1.631 0.15 -0.99 -0.59 0.335
H -1.466 -5.561 2.061 -0.92 -0.06 -0.58 0.347
C 0.909 -2.650 0.599 0.00 0.46 -1.42 -0.831
C 0.601 -1.494 1.460 -0.20 1.50 1.01 0.331
O -0.194 -0.509 0.673 1.71 -3.00 -0.16 -0.226
C -0.657 0.576 1.177 0.48 1.66 5.18 0.754
O -0.465 0.981 2.372 -0.80 -0.99 -4.03 -0.697
O -1.385 1.136 0.240 -0.22 0.83 0.31 -0.330
C -2.231 2.226 0.568 -1.11 1.05 -0.79 -0.767
H 1.448 -3.377 1.207 -0.25 -0.31 -0.42 0.411
H 1.510 -2.295 -0.238 0.67 -0.16 0.20 0.044
H 0.034 -2.975 0.036 -0.27 -0.69 0.69 0.202
H 1.523 -1.060 1.846 0.03 0.59 -0.55 -0.345
H 0.134 -1.778 2.403 -0.94 0.16 -0.29 0.419
H -2.685 2.411 -0.406 -0.28 0.18 0.23 0.219
H -1.826 3.187 0.887 1.12 -0.42 0.02 0.359
H -3.022 2.042 1.295 0.18 -0.78 0.00 0.410
```
Forces are in eV/Å.

Results
HOMO	-10.124	eV
relative energy (zero: lowest compared OMol25 entry of this formula, charge and spin)	127.9	kcal per mole
structure (SMILES)	CCOC(=O)C(F)(F)F.CCOC(=O)C(F)(F)F.CCOC(=O)C(F)(F)F.CCOC(=O)C(F)(F)F.CCOC(=O)C(F)(F)F.CCOC(=O)OC.CCOC(=O)OC.CCOC(=O)OC
energy	-4176.18003	Eh
gap between HOMO and LUMO	10.50	eV



Among the records above, which one has the highest HOMO? C4H7IN2